1.
63
Properties=species:S:1:pos:R:3:forces:R:3:mulliken_charge:R:1 method="wB97M-V/def2-TZVPD" total_charge=0 relative_energy_kj_mol=187.2 e_homo_ha=-0.301 molar_mass_g_mol=461.6 e_tot_ha=-1833.72010 spin_multiplicity=1
S 2.177 2.227 -0.002 0.3 -0.2 -0.4 -0.121
O -0.764 5.586 -0.376 0.3 0.2 -0.1 -0.637
O -1.079 -1.626 -2.405 -0.1 0.1 -0.4 -0.673
O -3.687 -1.963 0.579 0.1 0.0 -0.1 -0.148
O 4.701 -2.058 1.712 -0.2 0.2 0.1 -0.461
O -1.973 1.232 0.750 -0.2 0.0 0.2 -0.755
N -0.428 0.532 -0.737 -0.2 -0.5 0.0 0.596
N -1.982 3.738 0.033 -0.1 -0.6 0.0 -0.099
N -1.509 -2.942 -0.615 0.2 -0.2 0.1 0.039
C 2.952 -2.449 0.056 0.3 -0.1 0.1 -0.546
C 5.580 -2.905 1.013 0.1 -0.1 -0.1 -0.846
C -3.816 -3.324 -1.394 0.2 0.1 0.4 -0.547
C -4.410 -1.124 1.453 -0.1 0.2 0.4 -0.111
C -2.505 5.715 1.288 0.2 0.1 -0.1 -1.204
C 3.456 -1.851 1.204 -0.2 0.0 0.0 0.918
C 3.865 1.914 -0.016 -0.2 0.2 0.1 -0.596
C 1.675 -2.141 -0.382 -0.2 0.1 0.3 -0.589
C -1.221 1.468 -0.186 -0.1 0.3 -0.2 1.255
C 4.203 0.981 -0.939 0.2 0.2 0.1 -0.655
C 1.378 -0.671 1.478 0.1 -0.2 -0.1 -0.217
C 3.084 0.493 -1.649 -0.3 0.2 -0.1 -0.384
C -4.409 -3.022 -0.017 -0.1 -0.2 -0.3 -0.690
C -1.066 -1.811 -1.205 0.1 -0.1 0.6 -0.744
C -1.647 5.031 0.243 -0.4 0.1 0.2 0.746
C -0.481 -0.820 -0.189 -0.2 0.1 0.1 0.290
C 0.539 0.782 -1.788 0.2 0.2 -0.2 -1.490
C -2.380 -3.856 -1.321 -0.2 0.1 -0.3 -0.928
C 2.647 -0.965 1.919 0.1 -0.1 0.0 -0.935
C -1.187 2.867 -0.794 -0.1 0.2 0.0 -1.025
C -4.743 -1.781 2.790 0.1 0.0 -0.4 -1.269
C 0.878 -1.246 0.312 0.0 -0.3 0.0 -0.351
C 1.912 1.062 -1.260 0.2 0.3 0.2 0.760
H -2.351 -4.820 -0.807 0.0 0.0 -0.1 0.464
H 5.211 0.648 -1.108 0.2 0.0 0.0 0.443
H -0.173 3.273 -0.845 -0.1 -0.1 -0.1 0.358
H -1.647 -2.906 0.383 0.1 0.2 -0.1 0.345
H -1.988 -3.973 -2.334 0.0 -0.1 0.1 0.354
H 4.501 2.447 0.662 0.2 0.1 0.1 0.463
H -2.344 5.248 2.257 0.0 0.0 0.1 0.295
H -5.336 -0.785 0.964 0.1 0.0 0.0 0.314
H 0.575 -0.107 -2.422 0.0 0.2 0.0 0.249
H -3.809 -2.402 -1.977 -0.1 0.0 -0.1 0.241
H -2.234 6.764 1.346 0.0 0.0 0.0 0.331
H 5.768 -2.538 -0.001 0.0 0.0 0.0 0.317
H 0.765 0.027 2.029 -0.1 0.1 0.1 0.455
H 3.047 -0.513 2.813 0.1 0.1 0.1 0.442
H -4.446 -4.056 -1.901 -0.1 0.0 0.0 0.456
H -1.184 -0.756 0.651 0.2 -0.1 -0.2 0.632
H -5.418 -2.623 2.652 -0.1 -0.1 0.1 0.337
H 3.146 -0.255 -2.419 -0.1 -0.2 -0.1 0.518
H -4.366 -3.920 0.619 -0.1 0.1 0.0 0.261
H -2.599 3.247 0.670 0.1 0.2 0.0 0.242
H 6.510 -2.896 1.578 0.0 0.0 -0.1 0.250
H -3.557 5.624 1.027 -0.1 0.0 0.0 0.334
H -3.756 -0.261 1.603 -0.2 0.0 0.0 0.136
H 3.545 -3.147 -0.515 0.1 -0.1 0.0 0.430
H -3.834 -2.137 3.270 0.1 0.0 0.1 0.316
H -5.222 -1.056 3.442 -0.1 0.1 0.1 0.406
H 1.306 -2.601 -1.287 0.0 -0.1 -0.1 0.410
H 0.193 1.614 -2.407 0.0 -0.1 0.0 0.682
H -1.603 2.823 -1.810 0.2 -0.1 0.0 0.164
H -5.464 -2.737 -0.136 0.0 0.0 0.1 0.444
H 5.198 -3.930 0.964 0.0 0.0 0.0 0.327

---

2.
64
Properties=species:S:1:pos:R:3:forces:R:3:mulliken_charge:R:1 method="wB97M-V/def2-TZVPD" total_charge=0 e_homo_ha=-0.330 molar_mass_g_mol=490.6 e_tot_ha=-2154.45855 spin_multiplicity=1
S -5.294 -0.021 0.592 0.0 0.0 -0.1 -0.286
P 0.541 2.108 2.716 -0.8 -0.2 0.0 0.352
O -4.482 2.251 1.829 0.0 0.0 0.2 -0.264
O 3.510 3.765 1.216 0.2 -0.1 -0.1 -0.545
O 3.469 0.755 0.127 -0.6 -0.4 -0.3 -0.325
O 3.766 -1.130 1.306 0.0 -0.1 0.0 -0.588
N -3.556 3.390 0.194 0.0 0.0 0.1 -0.459
N -4.047 2.197 -0.324 -0.1 0.0 0.2 -0.079
N -1.029 2.124 2.779 0.4 -0.1 -0.2 -0.751
N 1.832 3.019 -0.218 -0.2 -0.6 0.4 -0.464
C -1.222 1.258 -1.298 0.3 -0.2 -0.3 0.184
C 3.732 -3.396 -2.241 0.0 -0.1 -0.1 -0.549
C -3.820 -1.054 0.904 0.0 -0.3 0.4 0.898
C 3.815 -2.684 -1.058 0.0 0.1 0.0 -0.583
C 0.816 -2.176 3.026 0.0 0.0 -0.1 -1.045
C -1.805 0.091 -2.089 -0.1 0.2 0.2 -1.483
C 3.534 -1.320 -1.053 0.1 0.1 -0.2 0.436
C 1.273 -0.982 2.678 -0.1 -0.1 0.2 -0.638
C 0.814 -0.259 1.433 0.2 -0.3 -0.3 -0.305
C 1.318 1.176 1.276 -0.4 0.3 0.4 0.721
C 3.192 -0.676 -2.240 0.0 0.1 0.1 0.019
C 2.830 2.882 0.785 0.3 0.1 -0.4 -0.437
C 2.825 1.414 1.220 -0.3 0.4 0.8 0.552
C 3.101 -1.395 -3.421 0.0 0.0 0.1 -0.784
C -3.833 3.365 1.449 0.1 0.2 -0.1 0.048
C 0.310 1.228 -1.191 -0.1 -0.1 0.3 -0.482
C 0.780 1.994 0.054 0.1 0.4 -0.5 -0.890
C 3.365 -2.757 -3.419 0.0 0.0 0.0 -0.402
C 3.600 -0.600 0.243 0.4 0.1 0.2 0.478
C -3.077 -2.066 -1.389 0.2 -0.1 0.2 -1.012
C -4.571 1.557 0.669 0.1 0.1 -0.6 0.467
C -3.787 -2.258 -0.035 -0.3 0.2 -0.3 -0.921
C -1.762 -1.263 -1.351 0.1 -0.1 -0.5 0.273
H -1.425 -1.121 -0.323 0.0 0.0 0.0 -0.306
H -0.279 -0.254 1.436 0.0 0.1 -0.1 0.090
H 3.001 0.387 -2.235 0.0 0.0 0.0 0.380
H 4.095 -3.168 -0.133 0.0 0.0 0.0 0.481
H 0.131 -2.730 2.392 -0.1 0.1 0.0 0.264
H 3.308 1.219 2.175 0.3 0.0 -0.1 0.654
H -2.848 -3.070 -1.754 -0.1 0.0 -0.1 0.327
H -1.486 1.631 2.022 -0.1 0.0 0.0 0.163
H -0.088 2.570 0.384 0.0 0.0 0.0 1.089
H 0.739 1.712 -2.072 0.0 -0.1 -0.1 0.444
H 1.116 -2.657 3.947 0.1 0.0 -0.1 0.303
H -2.833 0.356 -2.342 0.0 -0.1 0.0 0.648
H -3.887 -1.397 1.937 0.0 0.0 0.0 0.505
H -3.366 -3.117 0.488 0.2 0.1 0.1 0.429
H -1.266 -0.006 -3.036 -0.1 0.1 -0.1 0.330
H 0.646 0.190 -1.180 0.2 0.1 0.0 -0.109
H 3.956 -4.454 -2.246 0.0 0.0 0.0 0.414
H -3.763 -1.631 -2.117 0.0 0.1 0.0 0.393
H 1.084 3.402 2.662 0.3 -0.1 0.0 0.117
H 2.227 2.891 -1.142 0.1 0.4 -0.1 0.455
H 2.817 -0.887 -4.334 0.0 0.0 0.0 0.431
H -2.933 -0.428 0.842 0.0 0.1 -0.1 -1.152
H -1.644 1.267 -0.291 -0.1 0.0 0.0 -0.672
H 1.105 -0.862 0.568 0.0 0.1 -0.1 0.600
H -0.995 -1.873 -1.833 0.1 0.0 0.2 0.545
H -4.826 -2.524 -0.252 0.0 -0.2 0.1 0.390
H 3.286 -3.322 -4.338 0.0 0.0 0.0 0.415
H -3.602 4.111 2.192 0.0 -0.1 0.0 0.391
H 1.100 1.553 3.879 0.3 0.2 0.0 0.090
H -1.521 2.191 -1.779 -0.1 0.1 0.2 0.523
H 2.013 -0.512 3.316 0.0 0.1 0.0 0.227

---

3.
70
Properties=species:S:1:pos:R:3:forces:R:3:mulliken_charge:R:1 method="wB97M-V/def2-TZVPD" total_charge=0 relative_energy_kj_mol=570.1 e_homo_ha="-0.236 / -0.255" molar_mass_g_mol=728.4 e_tot_ha=-3297.67763 spin_multiplicity=7
Tb 0.079 -0.340 0.031 -0.9 -2.0 -1.2 0.241
P -2.395 0.597 -1.101 -0.7 0.0 -1.4 1.125
P 2.597 0.840 -0.013 1.1 0.1 -2.0 2.004
O -2.340 -6.815 2.778 -2.0 -1.5 2.3 -0.456
O -0.105 3.019 -0.574 1.5 1.8 0.2 -0.579
O -1.453 -0.820 1.604 -0.6 0.0 0.2 -0.283
O 1.034 -4.164 -2.060 -0.3 0.2 0.1 -0.668
O -2.461 -1.734 3.342 -0.1 -0.1 -0.5 -0.683
O 0.373 -2.136 -1.447 0.4 0.2 0.1 -0.500
O 3.412 6.305 -2.576 -0.8 -0.4 -0.3 -0.633
O 1.010 -1.945 1.375 -1.1 -0.8 -0.9 -0.467
O -1.216 -7.610 1.063 0.4 -3.4 -1.4 -0.462
N -1.696 -1.834 2.389 1.5 -1.0 0.5 0.798
N 0.622 -3.405 -1.195 -0.3 -0.4 2.1 0.837
N -1.581 -6.668 1.796 2.0 5.6 -1.3 0.801
N 0.366 1.054 -2.308 0.8 -1.7 0.6 0.135
C -3.870 -0.462 -0.793 0.0 0.0 0.2 -1.242
C 0.514 0.670 3.495 0.4 -0.1 0.8 -0.059
C 2.012 1.276 -4.102 -0.2 -0.5 -0.5 -1.376
C 1.043 0.906 -5.016 0.9 0.9 0.2 -0.401
C -0.273 -5.146 0.365 -0.2 -0.3 -0.2 -0.816
C -0.227 0.539 -4.571 -0.6 0.2 0.7 -1.087
C 0.141 -2.884 1.187 0.3 0.5 -0.1 0.602
C -1.487 2.481 4.199 0.5 -0.2 -0.2 -0.541
C 1.707 1.196 -2.697 0.5 0.3 0.8 0.796
C 2.737 1.251 -1.724 -0.6 0.9 -1.0 -1.157
C 0.033 1.591 2.598 0.9 0.2 -1.4 0.093
C 0.041 0.694 4.815 -0.3 0.3 -0.4 -0.573
C -1.005 -3.026 2.066 -0.6 0.8 -0.4 0.000
C 3.621 -0.667 0.026 0.3 -0.3 0.7 -1.586
C -1.106 -5.342 1.484 0.1 -0.4 0.3 0.033
C -1.869 0.045 -2.835 -0.9 0.7 1.5 -1.459
C -1.559 -4.290 2.283 0.0 -0.3 0.5 -0.634
C 0.215 -3.852 0.107 0.1 0.4 -0.5 -0.132
C 3.595 2.093 0.876 -0.3 0.1 0.5 -1.349
C -0.955 1.626 5.172 0.1 -0.6 -0.2 -0.499
C -3.161 2.230 -1.513 0.2 0.1 0.3 -1.428
C -0.520 0.603 -3.213 0.2 -0.6 -2.0 0.814
C -0.970 2.486 2.890 -0.4 0.0 0.6 -0.374
H 3.167 2.197 1.894 0.6 0.1 -0.4 0.332
H 2.607 5.927 -2.986 0.7 0.3 0.2 0.321
H 1.286 -0.032 3.163 -0.2 0.1 0.3 0.251
H 4.653 -0.413 -0.246 -0.1 0.0 0.1 0.564
H -4.754 -0.099 -1.352 0.5 -0.2 0.3 0.438
H -1.945 -1.060 -2.809 0.5 0.5 -0.3 0.370
H 3.569 -1.097 1.033 0.3 -0.2 -0.2 0.361
H -1.367 3.150 2.129 0.1 0.0 0.1 0.493
H 0.442 -0.021 5.531 -0.2 0.2 0.0 0.401
H -4.066 -0.425 0.296 -0.1 -0.1 -0.5 0.354
H 3.051 1.477 -4.417 -0.8 -0.1 0.3 0.372
H 0.593 1.581 1.455 -1.6 0.6 2.9 -0.221
H -3.418 2.747 -0.569 0.1 -0.1 -0.6 0.372
H -2.291 -4.454 3.075 0.2 0.2 -0.4 0.513
H 3.545 3.070 0.360 -0.1 -0.6 0.2 0.338
H 3.747 1.556 -2.082 -0.8 -0.4 0.3 0.191
H -0.079 -5.967 -0.327 -0.1 0.4 0.2 0.524
H -2.620 0.446 -3.528 0.1 -0.3 0.0 0.687
H 4.648 1.749 0.886 -0.6 0.2 0.2 0.427
H -2.425 2.829 -2.077 -0.3 -0.2 0.4 0.354
H -1.017 0.276 -5.263 0.1 -0.2 0.0 0.452
H 1.238 0.941 -6.094 0.1 -0.1 0.5 0.392
H 3.252 -1.393 -0.710 -0.1 0.2 0.3 0.279
H 0.011 2.232 -1.133 -0.1 -0.2 -0.6 0.109
H -2.287 3.163 4.451 0.0 0.0 0.1 0.408
H 0.742 3.519 -0.785 -1.6 -0.8 0.5 0.358
H -4.069 2.087 -2.127 0.4 0.0 0.3 0.434
H 3.238 6.225 -1.632 0.1 0.1 0.0 0.311
H -1.347 1.617 6.202 0.2 0.1 -0.7 0.349
H 0.645 1.315 0.536 1.4 1.8 -0.9 0.301
H -3.651 -1.509 -1.076 -0.1 0.5 0.2 0.326